a:
Entry from OMol25: the molecule C2H3N3O2 (the ωB97M-V functional and the def2-TZVPD basis).

Each line ends with the Löwdin charge.
Element x y z (Å)
N1 -1.85654 0.62485 0.14116  0.14
C1 -0.70172 0.12272 0.17752  -0.47
N2 -0.25582 -1.21726 0.18083  0.10
O1 1.09977 -1.20221 -0.28477  0.05
C2 1.56210 0.09211 -0.17544  -0.52
O2 2.70099 0.42506 -0.33959  0.14
N3 0.46966 0.85766 0.15107  0.20
H1 -0.82089 -1.71200 -0.49668  0.14
H2 -2.67010 0.14472 0.48687  0.05
H3 0.47258 1.86435 0.15902  0.17

Summary:
LUMO in eV: 0.6


b:
Entry from OMol25: the molecule C2H3N3O2 (the ωB97M-V functional and the def2-TZVPD basis).

Each line ends with the Löwdin charge.
Element x y z (Å)
C1 -0.25923 -0.40549 -0.11573  -0.33
C2 0.28328 0.91079 -0.11214  -0.05
H1 -3.12435 -0.22233 0.47809  0.15
H2 -0.24499 1.80378 -0.15462  0.10
H3 2.80813 -0.60384 -0.29382  0.16
N1 -1.45174 -0.85341 0.01246  0.04
N2 1.56877 0.85688 0.02021  0.06
N3 1.92965 -0.41249 0.25023  -0.02
O1 -2.32851 0.25706 0.02503  -0.11
O2 0.81900 -1.33097 -0.10971  0.01

Summary:
LUMO in eV: 0.3


c:
Entry from OMol25: a cluster of 2 separate species, C2H3N3O2 in total (the ωB97M-V functional and the def2-TZVPD basis).

Each line ends with the Löwdin charge.
Element x y z (Å)
N1 1.42198 -1.15655 0.31878  0.13
C1 0.43189 -0.26950 0.03051  -0.50
N2 0.99865 1.09619 -0.17996  0.04
O1 0.21269 1.97712 0.00862  -0.02
C2 -2.08077 1.54379 -0.61908  -0.06
O2 -2.70092 1.57381 0.33760  0.01
N3 -0.80452 -0.43719 -0.15430  0.12
H1 1.28951 -2.11950 0.05424  0.10
H2 2.36948 -0.81357 0.34282  0.09
H3 -1.13800 -1.39460 -0.13922  0.08

Summary:
LUMO (alpha / beta) in eV: -0.9 / -0.9


d:
Entry from OMol25: the molecule C2H3N3O2 (the ωB97M-V functional and the def2-TZVPD basis).

Each line ends with the Löwdin charge.
Element x y z (Å)
N1 0.74784 0.33460 -0.48884  -0.14
N2 -0.91391 -0.57624 0.71446  0.13
C1 -0.56299 -0.60227 -0.57399  -0.42
C2 -0.04239 0.39505 1.48208  -0.11
O1 1.39949 0.94121 -1.54747  0.04
N3 0.90287 0.81663 0.71460  0.06
O2 -0.96661 -1.03495 -1.61099  0.09
H1 1.16628 0.37829 -2.30786  0.11
H2 -1.77950 -0.95063 1.06726  0.15
H3 0.04890 0.29831 2.55074  0.10

Summary:
LUMO in eV: 0.7


Most stable: a


a:
Entry from OMol25: a cluster of 2 separate species, C3H12N2O in total (the ωB97M-V functional and the def2-TZVPD basis).

Each line ends with the Löwdin charge.
Element x y z (Å)
C1 -1.17425 -0.78851 1.02004  -0.28
C2 -0.22838 0.44690 1.08911  -0.19
C3 -0.02510 1.12855 -0.28529  -0.31
N1 0.83946 2.30373 -0.33196  -0.01
N2 -1.79086 -1.25017 -0.22303  -0.02
H1 -1.95643 -0.68387 1.79737  0.09
H2 -0.60676 -1.62260 1.42155  0.09
H3 0.73182 0.09645 1.44026  0.09
H4 -0.63944 1.23902 1.72392  0.10
H5 0.42966 0.32861 -0.86739  0.07
H6 -1.05070 1.38900 -0.62057  0.11
H7 0.30585 3.14145 -0.51050  0.05
H8 1.56690 2.31703 -1.03109  0.06
H9 -1.66466 -0.81349 -1.11778  0.05
H10 -1.77427 -2.24916 -0.34330  0.05
H11 2.61716 -1.85682 -0.35710  0.04
H12 2.33694 -1.77336 -1.82216  0.05
O1 2.08307 -1.35277 -0.98208  -0.06

Summary:
LUMO in eV: 0.6


b:
Entry from OMol25: a cluster of 3 separate species, C3H12N2O in total (the ωB97M-V functional and the def2-TZVPD basis).

Each line ends with the Löwdin charge.
Element x y z (Å)
N1 -1.34658 -0.68538 -2.08770  0.14
C1 -0.63288 0.38429 0.12121  -0.23
C2 -2.01195 0.67512 0.72249  -0.07
C3 0.20796 -0.62772 0.78118  -0.25
N2 1.49245 -1.09508 0.02125  0.02
H1 -1.10134 -0.33816 -2.93094  -0.03
H2 -0.08563 1.28804 -0.06877  0.12
H3 -0.84174 0.01079 -0.91027  0.04
H4 -2.83114 0.39351 -0.04053  0.11
H5 -2.18373 1.72743 1.00211  0.08
H6 -2.19230 0.22720 1.72388  0.08
H7 0.61635 -0.25456 1.89018  0.20
H8 -0.27843 -1.50651 0.99606  0.07
H9 0.96125 -1.29903 -0.86045  0.05
H10 2.08005 -0.27702 -0.13186  0.00
H11 -1.63158 -1.53120 -2.33055  -0.04
H12 3.03587 1.64957 1.12623  -0.01
O1 2.25656 1.22288 0.65634  -0.29

Summary:
LUMO in eV: -4.5


c:
Entry from OMol25: a cluster of 2 separate species, C3H12N2O in total (the ωB97M-V functional and the def2-TZVPD basis).

Each line ends with the Löwdin charge.
Element x y z (Å)
C1 2.07843 0.90839 -0.12087  -0.10
C2 0.62507 1.24236 0.09301  -0.32
N1 -0.17607 0.07463 0.43905  -0.10
C3 -1.62487 0.28839 0.24269  -0.33
N2 -2.41076 -0.91192 0.29601  0.02
H1 2.51329 0.43952 0.76182  0.07
H2 2.67239 1.78962 -0.37956  0.07
H3 2.17382 0.26415 -0.98805  0.06
H4 0.50357 2.02579 0.84365  0.11
H5 0.18069 1.73695 -0.77593  0.11
H6 0.03246 -0.13306 1.39937  0.11
H7 -1.71327 0.75470 -0.73066  0.11
H8 -1.94135 1.06959 0.95010  0.12
H9 -1.85074 -1.64131 -0.14888  0.05
H10 -2.48075 -1.25618 1.25145  0.07
H11 0.38504 -1.42893 -0.90447  0.00
H12 0.90004 -2.89042 -1.04516  0.03
O1 0.13302 -2.33227 -1.18355  -0.08

Summary:
LUMO in eV: 0.9


d:
Entry from OMol25: a cluster of 2 separate species, C3H12N2O in total (the ωB97M-V functional and the def2-TZVPD basis).

Each line ends with the Löwdin charge.
Element x y z (Å)
N1 -2.49343 -1.02174 -0.15064  -0.01
C1 -1.09889 -0.73248 0.05888  -0.30
C2 -0.71830 0.68743 -0.36369  -0.23
N2 0.67758 0.72543 -0.83495  -0.14
C3 1.45451 1.83208 -0.26646  -0.14
H1 -2.89615 -1.80647 0.32604  0.06
H2 -2.81219 -0.95560 -1.10009  0.06
H3 -0.85057 -0.86624 1.10882  0.11
H4 -0.41735 -1.41129 -0.46572  0.09
H5 -1.42549 1.08313 -1.10208  0.11
H6 -0.78870 1.33514 0.50380  0.11
H7 0.67071 0.83830 -1.83852  0.09
H8 1.03765 2.82480 -0.45101  0.07
H9 1.57911 1.61604 0.79454  0.07
H10 2.44410 1.78048 -0.70130  0.07
H11 1.59869 -1.35800 0.48364  0.01
H12 2.78988 -1.23594 1.42579  0.04
O1 1.82630 -1.34721 1.42210  -0.07

Summary:
LUMO in eV: 1.0


Most stable: c


a:
Entry from OMol25: a cluster of 2 separate species, C3H12N2O in total (the ωB97M-V functional and the def2-TZVPD basis).

Each line ends with the Löwdin charge.
Element x y z (Å)
C1 -0.88365 1.21470 -0.03134  -0.28
C2 -1.25337 -0.24290 -0.35066  -0.19
C3 0.03338 -1.12402 -0.47148  -0.30
N1 0.56323 -1.61157 0.79121  -0.03
N2 -1.32594 2.26277 -0.96953  -0.03
H1 -1.31953 1.50258 0.92375  0.10
H2 0.20392 1.27082 -0.06321  0.10
H3 -1.81030 -0.73491 0.44118  0.09
H4 -1.78180 -0.40902 -1.28839  0.10
H5 0.76181 -0.56409 -1.05699  0.10
H6 -0.24754 -2.03156 -0.99869  0.09
H7 -0.15570 -2.11907 1.28756  0.06
H8 1.00082 -0.90906 1.37698  0.03
H9 -0.82462 2.18672 -1.84956  0.06
H10 -2.27133 2.07060 -1.29952  0.06
H11 3.29397 0.40854 1.57696  0.05
H12 3.27686 -0.98215 0.92402  0.06
O1 2.73980 -0.18838 1.05772  -0.07

Summary:
LUMO in eV: 0.7


b:
Entry from OMol25: a cluster of 2 separate species, C3H12N2O in total (the ωB97M-V functional and the def2-TZVPD basis).

Each line ends with the Löwdin charge.
Element x y z (Å)
C1 1.31497 0.14071 2.23061  -0.16
N1 2.08664 -0.26005 1.03092  -0.07
H1 0.33712 -0.32454 2.18238  0.07
H2 1.79744 -0.17616 3.16290  0.07
H3 1.31049 1.22730 2.28362  0.07
H4 1.32112 0.60831 -0.40384  0.02
H5 1.89987 -1.23170 0.80888  0.08
H6 3.07571 -0.19621 1.22803  0.08
C2 -0.54404 0.76219 -0.90208  -0.30
O1 0.82482 0.88875 -1.20300  -0.10
C3 -1.20879 -0.38822 -1.65700  -0.28
N2 -2.50387 -0.66126 -1.03931  -0.02
H7 -0.69205 0.57746 0.16447  0.10
H8 -1.06433 1.69419 -1.15558  0.11
H9 -1.26938 -0.16305 -2.72211  0.11
H10 -0.56952 -1.25970 -1.49595  0.11
H11 -3.10567 0.15310 -0.99326  0.06
H12 -3.01052 -1.39113 -1.51967  0.06

Summary:
LUMO in eV: 0.9


c:
Entry from OMol25: a cluster of 2 separate species, C3H12N2O in total (the ωB97M-V functional and the def2-TZVPD basis).

Each line ends with the Löwdin charge.
Element x y z (Å)
N1 -0.93787 -0.22320 2.38433  0.00
C1 -0.97704 -0.76479 1.04590  -0.32
C2 0.30612 -0.56152 0.32413  -0.30
N2 0.24765 -0.66938 -1.13040  -0.15
C3 1.48881 -0.17830 -1.78588  -0.12
H1 -0.77730 0.73922 2.46419  0.04
H2 -1.90590 -0.40097 2.72248  0.09
H3 -1.77654 -0.44157 0.38345  0.10
H4 -1.15438 -1.88264 1.09711  0.13
H5 1.12887 -1.19870 0.63530  0.11
H6 0.76814 0.40473 0.57412  0.10
H7 0.11822 -1.61338 -1.47874  0.10
H8 2.28930 -0.87707 -1.60056  0.06
H9 1.77335 0.76588 -1.37941  0.06
H10 1.21804 -0.38653 -2.84778  0.09
H11 -0.42476 1.80983 -0.91462  0.01
H12 -0.62531 3.20579 -0.34893  0.04
O1 -0.75940 2.27259 -0.14468  -0.05

Summary:
LUMO in eV: 0.9


Most stable: b


a:
Entry from OMol25: a structure of composition C3H12N2O (the ωB97M-V functional and the def2-TZVPD basis).

Each line ends with the Löwdin charge.
Element x y z (Å)
C1 -1.66527 0.25108 -1.33101  -0.11
N1 -1.20909 0.08561 0.04305  -0.17
O1 -2.17271 -0.74369 0.69064  -0.07
H1 -2.25952 -0.31166 1.55337  0.10
H2 0.05691 1.20239 0.79099  0.01
H3 -1.07937 1.03261 -1.82130  0.08
H4 -2.72882 0.50906 -1.37074  0.08
H5 -1.55042 -0.67637 -1.90406  0.08
C2 1.51444 -1.19829 -0.49551  -0.19
C3 1.10595 1.52581 1.18480  -0.08
N2 0.12508 -1.22126 -0.11579  -0.03
H6 -0.00664 -1.68453 0.78298  0.06
H7 1.63860 -1.75922 -1.43363  0.07
H8 2.14853 -1.66444 0.27006  0.08
H9 1.90422 -0.20218 -0.72523  0.06
H10 1.62899 0.68952 1.64583  0.01
H11 0.86991 2.30593 1.91218  0.01
H12 1.67920 1.85966 0.32336  0.01

Summary:
LUMO (alpha / beta) in eV: 0.9 / 0.9


b:
Entry from OMol25: a cluster of 2 separate species, C3H12N2O in total (the ωB97M-V functional and the def2-TZVPD basis).

Each line ends with the Löwdin charge.
Element x y z (Å)
C1 1.60998 0.66236 -1.43845  -0.10
C2 0.62370 1.15660 -0.37061  -0.24
N1 0.23215 -0.02792 0.44188  -0.13
C3 -0.41098 0.08081 1.73494  -0.30
N2 -1.81635 -0.33212 1.70312  0.00
H1 2.58790 0.45881 -1.00027  0.07
H2 1.65568 1.29228 -2.31673  0.07
H3 1.28017 -0.29320 -1.84082  0.06
H4 1.25018 1.75859 0.28631  0.11
H5 -0.27014 1.48907 -0.87931  0.11
H6 0.90231 -0.77941 0.34512  0.11
H7 -0.35295 1.11728 2.07606  0.11
H8 0.12414 -0.63313 2.36320  0.11
H9 -2.21345 -0.40323 0.78136  0.05
H10 -2.01990 -1.09778 2.32229  0.05
H11 -0.72679 -0.86114 -0.97791  -0.03
H12 -1.36508 -2.23491 -1.49073  0.03
O1 -1.09058 -1.35298 -1.73944  -0.08

Summary:
LUMO in eV: 1.0


Most stable: b